Entry 1:
27
Properties=species:S:1:pos:R:3:forces:R:3 method="wB97M-V/def2-TZVPD" relative_energy_ev=0.0000 charge=+1 multiplicity=1 smiles=C[C@]1(N)OCC(N)(N)[C@@]1(N)[NH3+] homo_lumo_gap_ev=10.814
C 1.110 -0.086 2.110 -0.164 -0.420 -0.241
C 0.133 -0.737 1.149 -0.800 1.959 -1.346
N -1.028 -1.326 1.773 0.337 -0.387 0.403
O 0.687 -1.696 0.300 -0.228 -0.363 0.243
C 1.254 -1.102 -0.841 -0.038 0.271 -0.132
C 0.321 0.059 -1.301 0.002 -0.126 0.142
N 1.001 1.217 -1.827 0.078 0.177 -0.096
N -0.660 -0.405 -2.280 0.356 -0.153 -0.430
C -0.461 0.446 0.004 0.534 -1.945 1.426
N -0.253 1.759 0.423 0.008 0.494 0.031
N -1.897 0.026 -0.161 0.182 -0.086 -0.093
H 1.556 -0.853 2.739 0.013 -0.061 0.059
H 0.598 0.639 2.735 0.007 0.119 0.092
H 1.900 0.425 1.569 0.063 0.107 -0.028
H -1.005 -2.334 1.660 0.009 -0.048 0.064
H -1.093 -1.105 2.760 0.015 -0.070 -0.019
H 1.347 -1.892 -1.587 0.082 0.093 -0.035
H 2.252 -0.700 -0.620 -0.129 0.004 -0.044
H 1.620 1.640 -1.146 0.019 -0.034 -0.004
H 1.547 0.977 -2.647 -0.011 0.018 -0.009
H -0.333 -1.192 -2.825 0.013 -0.032 -0.023
H -0.879 0.357 -2.916 0.002 -0.056 -0.016
H -0.786 2.038 1.233 0.091 0.077 0.031
H -0.309 2.438 -0.325 -0.051 0.090 0.010
H -1.872 -0.423 -1.129 -0.327 0.113 0.342
H -2.561 0.797 -0.112 0.125 -0.074 -0.030
H -2.020 -0.677 0.647 -0.191 0.333 -0.296

Entry 2:
83
Properties=species:S:1:pos:R:3:forces:R:3 method="wB97M-V/def2-TZVPD" s_squared=0.775 relative_energy_ev=2.9007 charge=-1 multiplicity=2 homo_lumo_gap_ev="5.130 / 7.302"
Ti -0.528 0.184 -0.078 -0.016 -0.170 -0.713
C -1.793 1.499 4.009 0.098 0.017 -0.132
C -2.216 2.352 2.850 0.261 -0.352 -0.232
N -3.116 3.298 3.069 0.008 -0.088 0.309
C -3.560 3.992 2.022 -0.037 0.105 -0.222
C -3.115 3.837 0.728 0.056 0.133 -0.142
C -3.838 4.534 -0.395 -0.223 -0.143 0.311
O -3.066 5.490 -1.113 0.205 0.305 -0.133
C -2.075 2.896 0.468 0.144 -0.189 0.818
C -1.516 2.775 -0.821 -0.377 0.914 -0.301
N -0.785 1.755 -1.310 0.088 -0.357 0.611
C -0.566 1.747 -2.667 0.036 0.090 -1.277
C -1.536 2.293 -3.546 0.073 -0.109 0.402
C -1.336 2.422 -4.901 0.205 -0.025 -0.171
C -0.143 1.996 -5.471 -0.053 -0.024 0.081
C 0.791 1.376 -4.661 -0.062 0.023 -0.134
C 0.581 1.228 -3.299 0.244 -0.214 0.428
I 2.091 0.138 -2.294 0.564 0.377 -1.253
C -1.664 2.087 1.580 -1.411 1.865 0.094
O -0.800 1.130 1.408 -0.297 0.836 2.152
H -2.393 1.733 4.887 0.001 0.027 -0.066
H -0.737 1.666 4.228 0.057 -0.112 0.057
H -1.915 0.446 3.744 0.059 -0.063 0.102
H -4.352 4.695 2.256 -0.094 0.099 -0.186
H -4.744 5.017 0.005 0.129 -0.141 -0.027
H -4.158 3.795 -1.136 0.035 0.054 0.061
H -2.702 6.111 -0.473 0.027 -0.098 -0.013
H -1.680 3.628 -1.484 -0.005 -0.264 0.143
H -2.481 2.599 -3.122 -0.043 0.043 0.053
H -2.112 2.854 -5.517 -0.070 0.038 -0.015
H 0.056 2.121 -6.524 -0.028 -0.010 -0.116
H 1.703 0.991 -5.092 0.059 -0.024 -0.009
C 7.384 -1.477 -0.682 -0.015 0.090 -0.027
C 6.063 -0.926 -0.234 -0.049 -0.084 0.000
C 5.911 0.434 0.023 -0.183 -0.056 0.070
C 4.699 0.941 0.466 0.029 0.199 0.085
C 3.619 0.094 0.619 -0.735 -0.274 0.055
C 3.747 -1.252 0.324 -0.079 -0.085 -0.060
C 4.966 -1.764 -0.082 0.097 0.171 -0.012
S 1.989 0.689 1.155 1.454 0.497 0.560
O 1.503 1.603 0.140 -0.184 -0.232 0.357
O 2.186 1.259 2.464 0.072 -0.289 -0.046
N 1.043 -0.599 1.084 0.737 0.940 -0.395
C 0.982 -1.423 2.169 0.277 -0.813 1.075
C 2.044 -1.630 3.045 -0.334 0.241 -0.549
C 1.939 -2.514 4.118 -0.304 -0.403 0.299
C 0.783 -3.217 4.351 0.366 0.131 0.156
C -0.329 -3.018 3.514 -0.067 0.201 -0.345
C -1.570 -3.651 3.735 -0.252 0.162 -0.324
C -2.631 -3.343 2.922 0.277 -0.304 0.423
C -2.439 -2.443 1.865 0.213 0.352 -0.430
N -1.287 -1.867 1.595 -0.199 0.080 0.065
C -0.243 -2.120 2.412 0.305 -0.240 0.441
H 8.187 -1.089 -0.058 0.115 -0.030 0.005
H 7.589 -1.185 -1.712 0.069 -0.008 -0.081
H 7.387 -2.562 -0.627 0.063 -0.066 -0.009
H 6.748 1.098 -0.134 0.095 0.094 0.063
H 4.580 1.990 0.686 0.040 0.171 -0.014
H 2.877 -1.888 0.390 -0.009 -0.100 0.044
H 5.057 -2.820 -0.294 0.032 -0.089 -0.026
H 2.959 -1.075 2.895 -0.022 -0.111 0.124
H 2.790 -2.638 4.775 0.010 -0.020 0.022
H 0.693 -3.891 5.192 0.035 -0.042 0.030
H -1.664 -4.364 4.545 -0.044 0.025 0.057
H -3.603 -3.785 3.085 -0.048 -0.004 -0.051
H -3.268 -2.199 1.211 0.002 0.118 -0.067
S -5.125 0.883 0.268 -1.208 0.369 0.217
C -3.618 0.441 0.068 1.346 -0.838 -0.512
N -2.531 0.035 -0.145 -1.009 0.366 0.417
C -2.491 -1.926 -2.227 0.410 0.089 0.162
C -0.960 -2.058 -2.079 -0.557 -1.185 -0.963
C -0.614 -3.389 -1.384 -0.054 0.552 -0.033
C -0.364 -2.068 -3.505 -0.022 0.159 0.470
O -0.447 -1.007 -1.332 -0.259 -1.874 -1.480
H -2.869 -2.658 -2.939 0.043 -0.087 -0.058
H -2.729 -0.921 -2.580 -0.081 -0.074 0.001
H -2.977 -2.077 -1.266 -0.095 0.023 -0.025
H -1.033 -4.230 -1.933 -0.020 -0.072 -0.069
H -1.019 -3.377 -0.374 0.013 -0.096 0.027
H 0.469 -3.496 -1.329 0.089 -0.059 0.026
H -0.834 -2.851 -4.099 -0.049 -0.077 0.008
H 0.709 -2.245 -3.470 0.038 0.009 -0.065
H -0.549 -1.107 -3.982 0.020 0.029 -0.100

Entry 3:
136
Properties=species:S:1:pos:R:3:forces:R:3 method="wB97M-V/def2-TZVPD" relative_energy_ev=7.8424 multiplicity=1 homo_lumo_gap_ev=8.465
C 0.135 -4.428 -1.412 -1.302 1.365 -2.318
O -0.983 -4.948 -1.544 -0.098 -0.266 -0.013
N 0.663 -3.487 -2.181 -1.481 1.189 -2.070
N 1.016 -4.696 -0.507 1.648 -2.668 4.030
H 0.076 -3.157 -2.934 0.206 0.548 -0.099
H 1.569 -3.094 -1.969 0.138 0.059 -0.458
H 0.796 -5.534 0.011 0.408 0.421 0.598
H 1.545 -3.926 -0.124 0.528 -0.472 0.096
C 2.786 -3.302 2.170 1.293 0.442 -0.257
O 3.065 -2.978 1.021 -0.511 -0.512 -0.335
N 2.473 -4.506 2.646 -0.238 -0.959 -0.945
N 2.894 -2.420 3.180 -0.326 1.287 1.650
H 2.127 -4.581 3.590 0.001 -0.641 -0.405
H 2.565 -5.286 2.012 -0.630 -0.260 0.448
H 3.447 -1.593 3.026 -0.500 -0.348 -0.271
H 2.964 -2.875 4.078 0.214 0.699 0.185
C 1.835 2.649 4.535 0.256 -0.986 0.621
O 2.474 1.792 5.069 1.976 -1.946 0.999
N 1.053 2.434 3.510 -2.434 -0.293 -4.302
N 1.715 3.867 4.974 -0.193 3.896 2.118
H 1.187 1.683 2.848 0.413 -0.207 0.337
H 0.727 3.256 3.023 -0.197 -0.080 0.022
H 2.001 4.035 5.927 0.117 -0.016 -0.186
H 0.914 4.402 4.674 0.351 0.157 0.058
C 4.311 0.944 2.012 -1.573 -1.886 0.218
O 3.108 0.822 1.790 -0.617 0.582 0.480
N 5.114 1.787 1.406 1.262 3.133 -2.443
N 4.981 0.143 2.823 0.936 -1.440 1.252
H 4.672 2.553 0.918 -0.075 -0.122 -0.128
H 6.017 1.533 1.034 -0.013 -0.041 0.506
H 4.509 -0.507 3.430 0.488 0.467 -0.009
H 5.987 0.217 2.824 -0.255 -0.163 0.569
C 0.009 -0.960 5.472 -0.347 0.632 4.941
O -0.095 -0.443 6.610 -0.681 -0.608 -1.336
N 0.588 -0.415 4.493 3.590 4.547 -5.436
N -0.390 -2.166 5.170 -2.345 -4.733 0.665
H 1.070 -0.856 3.722 -0.608 -0.910 0.186
H 0.963 0.525 4.516 -0.211 -0.296 1.159
H -0.355 -2.651 4.286 0.143 0.727 -0.133
H -0.930 -2.664 5.862 0.259 0.136 0.087
C -2.025 1.672 2.550 2.157 1.602 -1.447
O -1.534 2.188 1.514 -0.816 0.269 0.808
N -2.292 0.423 2.588 -0.850 -3.447 -1.523
N -2.153 2.258 3.692 -0.780 3.215 3.632
H -2.150 0.093 1.644 -0.388 -1.571 0.319
H -2.620 -0.081 3.397 0.215 -0.172 -0.474
H -1.964 3.238 3.841 0.087 -0.235 -0.306
H -2.538 1.786 4.496 0.174 -0.010 -0.186
C 1.856 0.302 -4.997 -0.505 -0.782 -1.268
O 2.782 1.100 -4.894 0.535 0.644 -0.293
N 1.391 -0.228 -6.155 0.640 0.725 -1.580
N 1.175 -0.189 -3.997 0.598 0.492 2.448
H 1.794 0.173 -6.987 -0.257 -0.639 -0.120
H 0.838 -1.071 -6.123 0.076 0.246 -0.381
H 1.587 0.207 -3.164 -1.007 -0.620 0.696
H 0.346 -0.756 -4.099 -0.231 -0.103 0.579
C -2.413 -1.891 -3.802 3.568 -1.557 1.103
O -1.231 -2.019 -4.192 0.487 0.608 -0.657
N -2.716 -2.046 -2.548 -1.060 -0.438 2.226
N -3.378 -1.634 -4.620 -1.707 0.940 -3.086
H -1.977 -2.069 -1.862 0.109 -0.097 -0.353
H -3.585 -1.614 -2.255 -0.083 -0.125 0.537
H -4.356 -1.839 -4.485 0.290 0.537 0.067
H -2.972 -1.179 -5.424 -1.037 -0.265 -0.508
C 4.006 -1.311 -1.780 -3.876 -2.400 1.260
O 3.322 -2.318 -2.059 1.116 -0.031 0.942
N 4.502 -0.585 -2.689 2.753 2.759 -3.218
N 4.039 -0.733 -0.564 -0.417 -1.179 1.745
H 4.746 0.332 -2.346 0.421 0.079 -1.346
H 4.537 -0.925 -3.638 -0.141 0.656 0.065
H 3.687 -1.383 0.130 0.015 0.444 0.511
H 4.444 0.155 -0.314 -0.029 -0.380 -0.261
C -4.534 -0.040 -0.449 3.239 0.320 -3.294
O -4.751 -0.924 -1.237 -1.605 -2.976 -0.701
N -3.286 0.428 -0.370 2.233 1.030 1.498
N -5.480 0.686 0.032 -3.268 2.056 2.896
H -2.491 0.050 -0.873 -0.399 -0.588 -0.431
H -2.995 1.311 0.025 -0.611 0.153 0.192
H -6.405 0.293 -0.064 0.064 0.243 0.109
H -5.278 1.274 0.827 -0.316 0.050 -0.138
C -3.266 -3.184 0.921 -0.320 -0.159 -1.058
O -2.202 -2.757 1.316 1.615 0.773 0.977
N -3.381 -4.072 -0.055 0.807 -2.071 -1.842
N -4.448 -2.836 1.382 -2.164 0.813 1.440
H -4.226 -4.368 -0.520 -0.113 0.451 0.408
H -2.563 -4.309 -0.602 0.615 -0.020 -0.208
H -5.234 -3.205 0.869 -0.189 0.569 0.487
H -4.549 -2.126 2.091 -0.077 -0.206 -0.271
C -3.355 2.035 -3.637 -3.055 -3.525 -0.334
O -4.464 1.435 -3.678 1.560 1.708 0.226
N -3.040 3.279 -3.766 -0.708 5.733 -0.492
N -2.207 1.421 -3.527 2.646 -4.101 0.567
H -3.687 4.045 -3.877 -0.024 -0.362 0.041
H -2.054 3.488 -3.737 -0.636 0.470 -0.200
H -1.314 1.885 -3.454 -0.032 -0.299 0.180
H -2.198 0.429 -3.340 0.099 0.260 0.051
C -0.038 -0.279 -0.577 1.132 0.255 0.906
O -0.816 -0.287 -1.479 -2.273 0.704 -2.481
N 0.056 -1.250 0.300 1.290 -2.095 2.616
N 0.852 0.693 -0.322 0.505 1.223 -0.530
H 0.925 -1.215 0.813 -0.295 -0.461 0.396
H -0.653 -1.882 0.645 -0.386 -0.081 -0.618
H 1.594 0.479 0.328 0.259 0.674 -0.248
H 0.917 1.417 -1.023 0.415 -0.044 0.009
C 0.594 3.697 -3.866 1.766 -0.953 3.466
O 0.738 2.794 -2.965 -1.417 1.904 -1.524
N 1.552 3.891 -4.772 0.475 -0.158 -1.410
N -0.281 4.716 -3.821 -1.739 0.537 -0.562
H 1.256 4.347 -5.622 0.549 -0.051 -0.024
H 2.315 3.229 -4.794 -0.244 -0.463 -0.279
H -0.326 5.410 -4.552 0.465 -0.234 -0.039
H -0.957 4.940 -3.103 0.340 -0.317 0.844
C 2.221 5.132 0.791 -1.008 -0.599 1.255
O 2.468 5.618 1.849 1.516 1.349 3.146
N 1.939 5.779 -0.289 0.011 4.274 -4.001
N 2.026 3.870 0.588 0.330 -4.166 0.358
H 2.221 6.743 -0.178 -0.594 0.206 -0.441
H 1.051 5.604 -0.735 0.109 0.110 -0.252
H 2.024 3.290 1.413 0.024 -0.581 -0.644
H 1.862 3.602 -0.371 -0.091 -0.737 0.459
C -0.540 -6.657 1.929 2.801 1.267 2.615
O 0.582 -6.830 2.406 1.694 0.434 -0.696
N -1.032 -5.465 1.648 -0.845 1.863 -0.492
N -1.365 -7.638 1.973 -4.187 -3.436 -0.793
H -0.459 -4.642 1.754 -0.104 -0.294 -0.157
H -1.946 -5.333 1.242 0.277 -0.012 -0.138
H -2.350 -7.444 1.869 0.132 -0.401 -0.179
H -1.078 -8.593 2.120 0.182 0.435 0.062
C -1.348 5.016 -0.397 -0.707 2.123 -3.775
O -1.353 5.836 -1.350 0.207 -0.679 0.400
N -2.037 5.177 0.685 -1.869 0.981 3.743
N -0.768 3.854 -0.400 2.114 -1.911 -1.188
H -1.965 4.351 1.260 -0.993 0.364 0.541
H -2.833 5.795 0.727 0.406 0.012 0.060
H -0.829 3.311 0.453 0.145 -0.642 -0.718
H -0.559 3.456 -1.304 0.599 -0.320 0.189